Below is C5H10O in the gas phase, with properties calculated with wB97M-V/def2-TZVPD.

Gap between HOMO and LUMO, eV: 8.88
Max |F|, eV/Å: 0.96
Energy relative to the best compared isomer or geometry (same formula, charge and spin), kcal/mol: 77.6
Calculated total energy, hartree: -271.62895
E_LUMO, eV: 0.94
E_HOMO, hartree: -0.292

Positions of all 16 atoms, in Å:
C1 2.117 -0.233 0.037
C2 1.095 0.612 -0.731
C3 0.103 -0.203 -1.548
C4 -1.519 -0.719 0.941
C5 -1.709 0.426 -0.029
O1 -1.167 0.018 -1.303
H1 2.245 -1.224 -0.409
H2 1.841 -0.369 1.089
H3 3.090 0.261 0.036
H4 1.622 1.098 -1.564
H5 0.710 1.414 -0.091
H6 -0.455 -0.908 1.140
H7 -2.033 -0.505 1.883
H8 -1.926 -1.629 0.485
H9 -1.246 1.351 0.288
H10 -2.767 0.608 -0.225

Results of the natural (NBO) charge analysis, in e, for atoms 1 through 2: C -0.60; C -0.59

---

Below is C5H10O in the gas phase, with properties calculated with wB97M-V/def2-TZVPD.

Gap between HOMO and LUMO, eV: 11.07
Max |F|, eV/Å: 0.45
SMILES: OC1CCCC1
Energy relative to the best compared isomer or geometry (same formula, charge and spin), kcal/mol: 4.7
Calculated total energy, hartree: -271.74517
E_LUMO, eV: 0.94
E_HOMO, hartree: -0.372

Positions of all 16 atoms, in Å:
O1 0.560 -0.062 1.810
C1 0.993 0.134 0.460
C2 0.142 1.253 -0.136
C3 -1.220 0.556 -0.210
C4 -0.880 -0.856 -0.740
C5 0.586 -1.120 -0.314
H1 1.255 0.275 2.375
H2 2.074 0.331 0.415
H3 0.153 2.143 0.502
H4 0.502 1.535 -1.134
H5 -1.953 1.083 -0.826
H6 -1.617 0.484 0.808
H7 -1.563 -1.614 -0.345
H8 -0.963 -0.878 -1.831
H9 0.695 -1.985 0.347
H10 1.237 -1.279 -1.181

Results of the natural (NBO) charge analysis, in e, for atoms 1 through 2: O -0.74; C 0.09

---

Below is C5H10O in the gas phase, with properties calculated with wB97M-V/def2-TZVPD.

Gap between HOMO and LUMO, eV: 9.53
Max |F|, eV/Å: 0.31
SMILES: C/C=C/OCC
Energy relative to the best compared isomer or geometry (same formula, charge and spin), kcal/mol: 24.6
Calculated total energy, hartree: -271.71340
E_LUMO, eV: 1.15
E_HOMO, hartree: -0.308

Positions of all 16 atoms, in Å:
C1 2.244 -0.031 -2.161
C2 0.901 0.329 -1.598
C3 0.538 0.008 -0.360
O1 -0.701 0.261 0.138
C4 -0.875 -0.081 1.503
C5 -2.353 -0.001 1.820
H1 2.861 -0.538 -1.410
H2 2.145 -0.708 -3.018
H3 2.796 0.852 -2.507
H4 0.187 0.845 -2.237
H5 1.223 -0.502 0.321
H6 -0.297 0.607 2.137
H7 -0.497 -1.099 1.681
H8 -2.530 -0.230 2.876
H9 -2.910 -0.716 1.208
H10 -2.733 1.003 1.610

Results of the natural (NBO) charge analysis, in e, for atoms 1 through 2: C -0.63; C -0.27

---

Below is C5H10O in the gas phase, with properties calculated with wB97M-V/def2-TZVPD.

Gap between HOMO and LUMO (alpha / beta), eV: 7.94 / 7.88
Max |F|, eV/Å: 0.75
Energy relative to the best compared isomer or geometry (same formula, charge and spin), kcal/mol: 80.9
Calculated total energy, hartree: -271.62367
E_LUMO (alpha / beta), eV: 1.07 / 1.04
E_HOMO (alpha / beta), hartree: -0.252 / -0.251

Positions of all 16 atoms, in Å:
C1 1.645 1.037 0.346
C2 0.675 -0.986 -0.836
C3 1.180 -0.425 0.455
C4 -1.616 -0.246 -0.979
C5 -1.937 0.089 0.432
O1 -0.485 -0.743 -1.382
H1 2.377 1.150 -0.462
H2 0.803 1.703 0.124
H3 2.111 1.375 1.279
H4 1.377 -1.356 -1.576
H5 2.033 -1.048 0.751
H6 0.451 -0.514 1.266
H7 -2.372 -0.295 -1.751
H8 -2.998 0.345 0.493
H9 -1.764 -0.760 1.111
H10 -1.368 0.944 0.830

Results of the natural (NBO) charge analysis, in e, for atoms 1 through 2: C -0.61; C 0.05

---

Below is C5H10O in the gas phase in a non-equilibrium geometry, with properties calculated with wB97M-V/def2-TZVPD.

Gap between HOMO and LUMO, eV: 10.55
Max |F|, eV/Å: 2.12
SMILES: CC/C=C/CO
Energy relative to the best compared isomer or geometry (same formula, charge and spin), kcal/mol: 31.7
Calculated total energy, hartree: -271.70213
E_LUMO, eV: 1.08
E_HOMO, hartree: -0.348

Positions of all 16 atoms, in Å:
C1 2.365 -1.669 0.303
C2 0.807 -1.710 0.241
C3 0.273 -0.453 -0.338
C4 -0.885 0.105 -0.020
C5 -1.509 1.335 -0.607
O1 -1.219 2.435 0.286
H1 2.710 -1.754 -0.746
H2 2.644 -2.608 0.767
H3 2.762 -0.761 0.730
H4 0.453 -1.938 1.279
H5 0.589 -2.655 -0.275
H6 0.881 -0.005 -1.117
H7 -1.484 -0.515 0.646
H8 -2.575 1.236 -0.827
H9 -1.072 1.687 -1.568
H10 -1.622 2.195 1.125

Results of the natural (NBO) charge analysis, in e, for atoms 1 through 2: C -0.60; C -0.44

---

Below is 2 unconnected molecules or ions with the total composition C5H10O in a non-equilibrium geometry, with properties calculated with wB97M-V/def2-TZVPD.

Gap between HOMO and LUMO, eV: 9.80
Max |F|, eV/Å: 1.56
SMILES: C=CC.C=CO
Energy relative to the best compared isomer or geometry (same formula, charge and spin), kcal/mol: 65.9
Calculated total energy, hartree: -271.64767
E_LUMO, eV: 0.94
E_HOMO, hartree: -0.325

Positions of all 16 atoms, in Å:
C1 1.301 1.158 0.337
C2 1.383 0.062 -0.424
C3 2.370 -0.044 -1.540
H1 0.565 1.144 1.134
H2 2.151 1.824 0.366
H3 0.951 -0.840 0.010
H4 2.022 -0.720 -2.317
H5 2.512 0.925 -2.020
H6 3.337 -0.465 -1.247
C4 -2.424 0.388 1.072
C5 -2.389 -0.953 1.092
O1 -2.579 -1.739 -0.004
H7 -1.993 0.996 0.291
H8 -2.694 0.912 1.972
H9 -2.213 -1.456 2.033
H10 -2.299 -1.191 -0.756

Results of the natural (NBO) charge analysis, in e, for atoms 1 through 2: C -0.41; C -0.18

---

Below is a molecular structure, C5H10O, with properties calculated with wB97M-V/def2-TZVPD.

Gap between HOMO and LUMO, eV: 8.36
Max |F|, eV/Å: 0.29
Energy relative to the best compared isomer or geometry (same formula, charge and spin), kcal/mol: 115.9
Calculated total energy, hartree: -271.56792
E_LUMO, eV: 0.53
E_HOMO, hartree: -0.287

Positions of all 16 atoms, in Å:
C1 -2.128 -0.225 -0.439
C2 -0.997 0.648 0.141
C3 0.051 -0.327 0.586
C4 2.026 0.461 0.743
O1 2.236 -0.705 0.025
C5 0.940 -0.830 -0.554
H1 -2.467 -0.951 0.306
H2 -1.792 -0.778 -1.323
H3 -2.981 0.391 -0.739
H4 -1.393 1.227 0.984
H5 -0.666 1.357 -0.642
H6 0.956 0.183 1.373
H7 2.737 0.565 1.570
H8 1.940 1.371 0.132
H9 0.745 -1.868 -0.852
H10 0.903 -0.199 -1.469

Results of the natural (NBO) charge analysis, in e, for atoms 1 through 2: C -0.59; C -0.50

---

Below is 2 unconnected molecules or ions with the total composition C5H10O, with properties calculated with wB97M-V/def2-TZVPD.

Gap between HOMO and LUMO, eV: 9.64
Max |F|, eV/Å: 0.30
SMILES: C[C@H]1C=COC1.[H][H]
Energy relative to the best compared isomer or geometry (same formula, charge and spin), kcal/mol: 42.8
Calculated total energy, hartree: -271.68446
E_LUMO, eV: 1.15
E_HOMO, hartree: -0.312

Positions of all 16 atoms, in Å:
C1 2.047 -0.199 0.152
C2 0.641 0.403 0.070
C3 -0.129 -0.125 -1.123
C4 -1.045 -0.983 -0.682
O1 -1.129 -1.098 0.672
C5 -0.291 -0.057 1.210
H1 2.640 0.070 -0.729
H2 2.581 0.152 1.042
H3 1.986 -1.293 0.194
H4 0.714 1.498 0.067
H5 0.107 0.081 -2.160
H6 -1.736 -1.613 -1.231
H7 -0.949 0.756 1.541
H8 0.239 -0.467 2.075
H9 -2.530 1.279 -0.686
H10 -3.146 1.595 -0.412

Results of the natural (NBO) charge analysis, in e, for atoms 1 through 2: C -0.60; C -0.27

---

Below is C5H10O in the gas phase in a non-equilibrium geometry, with properties calculated with wB97M-V/def2-TZVPD.

Gap between HOMO and LUMO, eV: 9.73
Max |F|, eV/Å: 2.35
SMILES: CC/C=C/CO
Energy relative to the best compared isomer or geometry (same formula, charge and spin), kcal/mol: 51.8
Calculated total energy, hartree: -271.67010
E_LUMO, eV: 0.98
E_HOMO, hartree: -0.322

Positions of all 16 atoms, in Å:
C1 -1.853 -0.545 1.057
C2 -0.805 -1.484 0.488
C3 0.223 -0.707 -0.311
C4 0.692 0.511 0.096
C5 1.095 1.522 -0.924
O1 2.526 1.772 -0.960
H1 -2.628 -1.142 1.553
H2 -1.425 -0.053 1.928
H3 -2.244 0.214 0.380
H4 -0.397 -2.162 1.248
H5 -1.261 -2.083 -0.330
H6 0.673 -1.044 -1.233
H7 0.968 0.524 1.150
H8 0.819 1.149 -1.918
H9 0.691 2.537 -0.848
H10 2.926 0.989 -1.376

Results of the natural (NBO) charge analysis, in e, for atoms 1 through 2: C -0.60; C -0.45

---

Below is C5H10O in the gas phase, with properties calculated with wB97M-V/def2-TZVPD.

Gap between HOMO and LUMO, eV: 8.64
Max |F|, eV/Å: 0.43
Energy relative to the best compared isomer or geometry (same formula, charge and spin), kcal/mol: 98.8
Calculated total energy, hartree: -271.59517
E_LUMO, eV: 0.50
E_HOMO, hartree: -0.299

Positions of all 16 atoms, in Å:
C1 0.441 0.293 2.223
C2 -0.706 -0.183 1.429
C3 1.046 -1.097 -1.781
C4 -1.128 0.826 0.409
C5 -0.722 0.168 -0.912
O1 0.644 -0.173 -0.803
H1 1.037 -0.509 2.669
H2 -0.095 0.779 3.064
H3 1.083 1.061 1.764
H4 2.114 -1.279 -1.638
H5 0.880 -0.710 -2.797
H6 0.501 -2.048 -1.674
H7 -0.664 1.825 0.481
H8 -2.220 0.928 0.398
H9 -0.885 0.854 -1.759
H10 -1.326 -0.737 -1.073

Results of the natural (NBO) charge analysis, in e, for atoms 1 through 2: C -0.78; C 0.21

---

Below is C5H10O in the gas phase in a non-equilibrium geometry, with properties calculated with wB97M-V/def2-TZVPD.

Gap between HOMO and LUMO, eV: 10.85
Max |F|, eV/Å: 1.12
SMILES: COC1(C)CC1
Energy relative to the best compared isomer or geometry (same formula, charge and spin), kcal/mol: 41.0
Calculated total energy, hartree: -271.68727
E_LUMO, eV: 1.05
E_HOMO, hartree: -0.360

Positions of all 16 atoms, in Å:
C1 2.049 -0.047 0.072
O1 0.894 -0.139 0.897
C2 -0.384 0.024 0.231
C3 -0.642 1.495 0.097
C4 -0.784 -0.998 -0.801
C5 -1.432 -0.982 0.566
H1 2.983 -0.080 0.656
H2 2.105 -0.873 -0.644
H3 2.104 0.884 -0.509
H4 -1.279 1.834 -0.724
H5 -0.966 2.014 1.010
H6 0.391 1.783 -0.107
H7 -1.373 -0.718 -1.676
H8 -0.065 -1.790 -0.989
H9 -1.128 -1.742 1.275
H10 -2.473 -0.667 0.645

Results of the natural (NBO) charge analysis, in e, for atoms 1 through 2: C -0.25; O -0.54

---

Below is C5H10O in the gas phase, with properties calculated with wB97M-V/def2-TZVPD.

Gap between HOMO and LUMO, eV: 10.34
Max |F|, eV/Å: 0.41
SMILES: CCOC1CC1
Energy relative to the best compared isomer or geometry (same formula, charge and spin), kcal/mol: 39.5
Calculated total energy, hartree: -271.68973
E_LUMO, eV: 1.23
E_HOMO, hartree: -0.335

Positions of all 16 atoms, in Å:
C1 2.376 0.256 -0.496
C2 1.406 -0.250 0.557
O1 0.216 0.524 0.617
C3 -0.924 -0.228 0.354
C4 -2.307 0.277 0.561
C5 -1.774 0.011 -0.845
H1 3.301 -0.331 -0.455
H2 2.626 1.306 -0.321
H3 1.953 0.163 -1.501
H4 1.156 -1.299 0.345
H5 1.869 -0.220 1.552
H6 -0.817 -1.277 0.632
H7 -2.989 -0.380 1.099
H8 -2.473 1.329 0.767
H9 -2.037 -0.822 -1.490
H10 -1.581 0.939 -1.376

Results of the natural (NBO) charge analysis, in e, for atoms 1 through 2: C -0.63; C -0.06